1.
{"formula": "CH2S2", "method": "ωB97M-V/def2-TZVPD", "homo_ev": -9.0, "smiles": "S=CS", "symbols": ["C", "H", "H", "S", "S"], "xyz": [[0.098, 0.591, -0.013], [-2.114, 0.882, -0.063], [-0.038, 1.691, 0.071], [-1.416, -0.231, 0.005], [1.514, -0.151, 0.000]]}

---

2.
{"formula": "CH32O19", "method": "ωB97M-V/def2-TZVPD", "homo_ev": -4.1, "charge": -2, "symbols": ["C", "O", "O", "O", "O", "H", "H", "O", "H", "H", "O", "H", "H", "O", "H", "H", "O", "H", "H", "O", "H", "H", "O", "H", "H", "O", "H", "H", "O", "H", "H", "O", "H", "H", "O", "H", "H", "O", "H", "H", "O", "H", "H", "O", "H", "H", "O", "H", "H", "O", "H", "H"], "xyz": [[0.157, -0.074, -0.024], [-1.154, -0.332, -0.391], [0.448, 0.069, 1.213], [0.898, 0.162, -1.060], [2.199, 2.335, -1.625], [1.839, 1.487, -1.337], [1.587, 2.543, -2.363], [-2.697, 2.044, 0.477], [-2.082, 1.411, 0.071], [-2.419, 2.159, 1.406], [1.333, -2.414, 1.599], [0.905, -1.568, 1.382], [1.538, -2.526, 2.558], [0.684, 2.957, 0.759], [0.664, 2.000, 0.761], [0.968, 3.140, -0.140], [3.203, 0.494, 0.396], [2.291, 0.270, 0.666], [3.304, 1.233, 1.025], [-1.030, 2.301, -1.668], [-1.246, 1.982, -2.561], [-0.801, 1.477, -1.261], [2.249, -1.868, -1.574], [1.510, -1.288, -1.341], [1.997, -2.771, -1.455], [-1.571, -2.719, 0.297], [-1.988, -2.638, 1.153], [-1.294, -1.835, 0.075], [2.237, -0.044, 3.186], [1.732, 0.145, 2.413], [3.132, -0.254, 2.987], [-1.273, 1.661, 2.722], [-0.747, 1.271, 2.047], [-0.643, 2.127, 3.226], [-4.105, -0.826, 1.832], [-3.706, -0.681, 0.975], [-4.348, -1.751, 1.680], [-0.966, -2.144, -2.465], [-0.897, -1.468, -1.815], [-0.708, -2.988, -2.104], [3.897, 0.055, -2.250], [3.708, 0.501, -1.391], [3.408, -0.715, -2.019], [0.866, 0.477, -3.710], [0.794, 0.472, -2.768], [1.175, -0.389, -3.859], [-1.452, -1.217, 2.556], [-0.929, -0.730, 1.916], [-2.359, -0.886, 2.422], [-3.689, -0.537, -0.829], [-3.865, 0.333, -1.133], [-2.741, -0.443, -0.634]]}

---

3.
{"formula": "CH35O20", "method": "ωB97M-V/def2-TZVPD", "homo_ev": -7.2, "charge": -1, "symbols": ["C", "O", "O", "O", "H", "O", "H", "H", "O", "H", "H", "O", "H", "H", "O", "H", "H", "O", "H", "H", "O", "H", "H", "O", "H", "H", "O", "H", "H", "O", "H", "H", "O", "H", "H", "O", "H", "H", "O", "H", "H", "O", "H", "H", "O", "H", "H", "O", "H", "H", "O", "H", "H", "O", "H", "H"], "xyz": [[-0.120, -0.263, -0.288], [-0.760, -1.159, -0.930], [0.229, -0.488, 0.987], [0.269, 0.724, -0.906], [0.542, 0.337, 1.352], [-3.568, -0.226, -0.853], [-4.276, 0.193, -1.256], [-2.702, -0.114, -1.278], [-0.810, 1.560, 3.431], [-0.583, 2.476, 3.667], [-1.013, 1.599, 2.464], [0.581, 3.705, -2.316], [1.236, 3.102, -2.031], [0.315, 4.225, -1.562], [2.557, -1.025, -1.825], [3.022, -0.798, -1.056], [1.934, -1.575, -1.348], [1.682, -2.810, 0.031], [1.063, -2.240, 0.513], [2.564, -2.737, 0.342], [3.204, -0.073, 0.732], [2.824, 0.697, 1.144], [4.112, 0.165, 0.635], [-1.815, -2.856, 0.612], [-1.394, -2.246, -0.020], [-2.705, -2.984, 0.219], [0.468, -0.291, -3.555], [0.477, -1.249, -3.586], [0.601, -0.095, -2.612], [1.718, 1.932, 1.643], [2.317, 2.263, 2.280], [1.224, 2.671, 1.344], [1.902, -0.073, 4.486], [1.067, 0.020, 4.107], [1.826, 0.487, 5.257], [-1.733, 2.351, 1.052], [-1.037, 2.901, 0.682], [-1.911, 1.646, 0.433], [0.014, -3.918, -1.813], [0.522, -3.632, -1.078], [-0.911, -3.589, -1.776], [-0.889, -2.643, 3.236], [-0.040, -3.045, 3.212], [-1.215, -2.538, 2.336], [-1.817, 1.975, -1.818], [-1.454, 2.840, -1.722], [-0.997, 1.532, -1.663], [2.527, 2.211, -1.333], [3.066, 1.944, -2.105], [1.891, 1.507, -1.234], [-2.896, -0.027, 1.678], [-2.007, -0.310, 1.454], [-3.417, -0.120, 0.895], [-2.190, -0.809, -3.246], [-1.281, -0.798, -2.967], [-2.224, -0.309, -4.022]]}

---

4.
{"formula": "CH3BBr2O2", "method": "ωB97M-V/def2-TZVPD", "homo_ev": -8.5, "symbols": ["B", "C", "O", "O", "Br", "Br", "H", "H", "H"], "xyz": [[-0.953, 0.186, -0.299], [1.386, -0.003, 0.881], [-1.736, 1.265, 0.124], [-1.321, -0.788, -1.082], [1.895, -1.855, 0.213], [2.587, 1.215, 0.024], [1.453, -0.081, 2.023], [-2.610, 1.281, -0.200], [-0.701, -1.221, -1.684]]}

---

5.
{"formula": "CH3BCl2", "method": "ωB97M-V/def2-TZVPD", "homo_ev": -10.9, "smiles": "BC(Cl)Cl", "symbols": ["B", "C", "Cl", "Cl", "H", "H", "H"], "xyz": [[-0.270, -0.731, 0.617], [0.259, 0.361, -0.267], [0.346, -0.348, -1.856], [-0.733, 1.843, -0.490], [0.449, -1.125, 1.378], [-1.361, -0.739, 0.734], [1.308, 0.739, -0.117]]}

---

6.
{"formula": "CH3Br2OP", "method": "ωB97M-V/def2-TZVPD", "homo_ev": -8.4, "symbols": ["C", "O", "P", "Br", "Br", "H", "H", "H"], "xyz": [[0.673, -0.144, 0.314], [2.077, -0.253, 0.222], [-1.216, 0.386, -1.300], [-2.031, 2.344, -0.497], [-2.279, -0.935, 0.005], [0.468, 0.731, 0.949], [0.049, -1.099, 0.517], [2.259, -1.029, -0.211]]}

---

7.
{"formula": "CH3Br2P", "method": "ωB97M-V/def2-TZVPD", "s_squared": 2.009, "spin_multiplicity": 3, "homo_ev": [-7.3, -10.3], "symbols": ["C", "P", "Br", "Br", "H", "H", "H"], "xyz": [[1.769, -1.647, -1.212], [0.798, -0.419, -0.686], [3.618, -1.853, -0.544], [-2.565, 1.409, 0.228], [1.566, -2.166, -2.153], [-1.285, 0.641, 0.253], [1.863, 0.063, 0.238]]}

---

8.
{"formula": "CH3Br2PS", "method": "ωB97M-V/def2-TZVPD", "homo_ev": [-9.1, -9.1], "symbols": ["C", "P", "S", "Br", "Br", "H", "H", "H"], "xyz": [[-0.517, 1.336, 0.434], [0.423, -1.040, -0.041], [1.251, -2.262, 1.206], [-1.195, -2.023, -1.187], [1.901, -0.315, -1.668], [-1.537, 0.732, 0.327], [-0.048, 1.571, 1.283], [-0.278, 2.002, -0.353]]}

---

9.
{"formula": "CH3Br2PS", "method": "ωB97M-V/def2-TZVPD", "homo_ev": -9.2, "smiles": "CSP(Br)Br", "symbols": ["C", "P", "S", "Br", "Br", "H", "H", "H"], "xyz": [[1.198, 0.622, 0.646], [-1.420, -1.038, -0.051], [0.623, -0.606, -0.637], [-2.594, 0.950, -0.662], [-1.952, -2.325, -1.658], [0.411, 1.351, 0.807], [2.056, 0.999, 0.120], [1.677, 0.046, 1.435]]}

---

10.
{"formula": "CH3BrCl2Si", "method": "ωB97M-V/def2-TZVPD", "homo_ev": [-9.3, -7.5], "symbols": ["C", "Si", "Cl", "Cl", "Br", "H", "H", "H"], "xyz": [[-1.458, -0.072, -0.206], [0.394, -0.459, -0.255], [1.990, 0.685, 0.003], [4.129, 2.436, 0.452], [0.838, -2.454, 0.501], [-1.972, 0.326, -1.124], [-1.952, -1.029, 0.094], [-1.968, 0.568, 0.535]]}

---

Number 1: maximum force 0.9 eV Å⁻¹. Number 2: maximum force 5.3 eV Å⁻¹. Number 3: maximum force 3.8 eV Å⁻¹. Number 4: maximum force 4.0 eV Å⁻¹. Number 5: maximum force 3.9 eV Å⁻¹. Number 6: maximum force 4.3 eV Å⁻¹. Number 7: maximum force 7.2 eV Å⁻¹. Number 8: maximum force 7.1 eV Å⁻¹. Number 9: maximum force 2.3 eV Å⁻¹. Number 10: maximum force 1.7 eV Å⁻¹.